40
Properties=species:S:1:pos:R:3:forces:R:3:lowdin_charge:R:1 method="wB97M-V/def2-TZVPD" multiplicity=1 total_energy_ha=-3896.432948 charge=-2 homo_lumo_gap_ev="3.8 / 3.3"
C 2.562998 1.156829 0.330683 0.44 -0.61 -1.54 -0.11
C 2.120913 0.422435 1.472815 -0.12 -2.94 0.63 -0.10
C 2.210528 -0.966008 1.165730 -0.62 2.41 1.74 -0.12
H 1.752235 0.843928 2.403977 0.13 -0.13 -0.29 0.08
C 2.662176 -1.093993 -0.182934 0.57 1.75 -1.36 -0.08
C 2.882677 0.221753 -0.697914 0.07 -0.66 0.44 -0.13
H 3.235162 0.469097 -1.699499 -0.25 -0.08 0.38 0.09
H 2.641000 2.240112 0.260838 -0.10 -0.36 -0.06 0.10
H 1.962048 -1.780211 1.843828 0.01 0.21 -0.20 0.09
H 2.795277 -2.027451 -0.730256 -0.06 0.33 0.16 0.10
Be -0.688496 0.260391 -0.518711 0.30 -0.34 0.00 -0.14
Br -0.352140 2.176581 -1.128078 -0.04 -0.37 0.00 0.40
C -1.005866 3.730953 -4.232039 0.89 0.73 0.16 -0.26
C 0.261396 3.517589 -4.860833 -0.22 0.76 0.75 -0.23
C 1.213370 4.395051 -4.245944 -1.01 -0.06 0.18 -0.24
H 0.464039 2.821501 -5.672082 -0.01 0.06 0.16 0.04
C 0.531121 5.151166 -3.239898 -0.51 -0.66 -0.63 -0.25
C -0.839407 4.739898 -3.229424 0.76 -0.24 -0.90 -0.29
H -1.616154 5.123968 -2.573178 0.11 -0.10 -0.05 0.04
H -1.936544 3.223012 -4.472683 0.16 0.00 0.07 0.05
H 2.266790 4.482774 -4.505908 -0.15 -0.05 0.05 0.03
H 0.971368 5.914472 -2.601510 -0.03 -0.15 -0.05 0.04
O -2.290250 -5.970578 2.339704 0.26 1.43 1.14 0.03
N -2.126839 -5.012963 3.121448 -0.35 -1.16 0.52 -0.34
O -2.312461 -5.102685 4.352390 0.25 0.07 -1.72 0.02
C -1.708025 -3.733785 2.575713 0.06 0.88 0.24 -0.16
C -1.493836 -3.601565 1.196637 0.12 0.36 -0.28 0.07
C -1.160342 -2.338137 0.674054 0.01 -0.96 -0.78 -0.07
C -1.135970 -1.174458 1.506864 0.01 1.27 -0.60 -0.20
O -1.095996 0.015088 0.969292 -0.03 -1.22 0.94 -0.07
C -1.218500 -1.397975 2.916803 0.32 0.23 -0.60 -0.06
C -1.542596 -2.647467 3.444166 -0.08 -0.69 -0.12 0.06
N -0.891839 -0.327313 3.860893 0.10 0.97 1.11 -0.30
O -1.118021 -0.593802 5.065707 0.38 0.60 -1.54 0.01
O -0.394741 0.750331 3.488880 -1.01 -2.16 0.55 0.07
N -0.885311 -2.263050 -0.728930 -0.43 0.78 2.21 -0.30
O -0.945787 -3.285729 -1.407842 0.04 -0.81 -0.77 -0.01
O -0.514769 -1.118128 -1.299437 -0.11 0.54 0.17 -0.09
H -1.595551 -4.447631 0.519769 0.07 0.31 0.25 0.12
H -1.663657 -2.774002 4.516907 0.07 0.06 -0.36 0.12

---

40
Properties=species:S:1:pos:R:3:forces:R:3:lowdin_charge:R:1 method="wB97M-V/def2-TZVPD" multiplicity=5 total_energy_ha=-11502.164488 de_lowest_kj_mol=277.9 s2=6.025 charge=+1 homo_lumo_gap_ev="6.7 / 5.9"
Ir 0.405690 -0.026677 0.000456 0.33 0.55 0.18 1.04
Se 0.271116 3.893405 -1.015905 0.05 -0.01 -0.04 -0.04
Te -1.945804 4.733250 -0.833620 -0.11 0.02 0.18 0.92
Te -5.069420 0.584196 -0.338685 -0.04 0.05 0.01 0.92
Se -3.914777 -1.463792 -0.620986 0.00 0.02 0.03 0.01
Br 7.145911 -0.326936 0.088306 0.14 -0.01 0.00 0.85
C 5.281458 -0.228960 0.085061 0.00 -0.07 0.00 -0.67
C 4.645566 0.998527 0.054771 -0.10 0.09 0.00 -0.07
C 3.264414 1.015280 0.052292 -0.03 -0.03 0.01 -0.10
N 2.526781 -0.100969 0.075375 -0.01 -0.05 0.00 -0.09
C 3.152724 -1.288251 0.102586 -0.20 -0.20 -0.01 -0.20
C 4.530094 -1.392496 0.110499 0.04 0.02 0.00 -0.04
C 2.241824 -2.463421 0.113348 0.17 0.24 0.01 -0.20
C 2.685952 -3.771700 0.156353 0.00 -0.05 0.01 -0.04
C 1.743590 -4.787289 0.164479 0.07 0.03 0.00 -0.67
Br 2.299733 -6.569863 0.222874 0.03 -0.12 0.00 0.84
C 0.396550 -4.475350 0.132363 -0.12 0.08 0.00 -0.07
C 0.041301 -3.139837 0.092723 0.02 0.01 0.01 -0.10
N 0.940178 -2.152561 0.081475 -0.18 -0.27 0.03 -0.06
H 5.201809 1.924015 0.031734 0.00 -0.01 0.01 0.12
H 2.712837 1.944711 0.028855 0.01 0.02 0.00 0.08
H 5.020748 -2.353480 0.131998 0.00 0.01 0.00 0.11
H 3.738297 -4.008927 0.187468 -0.01 -0.01 -0.01 0.11
H -0.362081 -5.244161 0.140216 0.01 0.00 0.00 0.12
H -0.995932 -2.831998 0.073819 -0.01 -0.02 -0.01 0.08
N -4.346952 2.424501 2.427012 0.21 0.23 -0.09 0.18
C -4.096673 3.000257 1.224792 -0.17 -0.49 -0.04 -0.62
O -4.433609 4.130442 0.947297 0.04 0.19 0.00 0.02
C -3.439488 2.123660 0.151591 0.01 0.03 0.25 -0.60
C -3.180941 2.892267 -1.123594 0.18 -0.12 -0.23 -0.60
C -2.467468 2.034647 -2.094098 -0.23 0.25 0.21 -0.19
C -1.662448 1.079044 -1.649307 0.11 -0.16 0.16 -0.25
N -1.437210 0.840661 -0.253156 0.05 -0.26 -0.85 -0.22
C -2.266946 1.345193 0.583285 -0.18 0.12 0.26 -0.23
H -4.740069 3.006364 3.148663 -0.03 -0.02 0.01 0.13
H -4.086704 1.482410 2.654935 -0.02 -0.03 -0.02 0.09
H -4.100797 3.327252 -1.508471 0.04 0.01 -0.04 0.09
H -2.525670 2.248080 -3.152659 -0.03 -0.03 0.00 0.13
H -1.083242 0.451863 -2.309037 0.00 -0.04 -0.01 0.10
H -2.090343 1.146625 1.634892 -0.02 0.03 -0.01 0.13

---

37
Properties=species:S:1:pos:R:3:forces:R:3:lowdin_charge:R:1 method="wB97M-V/def2-TZVPD" multiplicity=1 total_energy_ha=-2522.187404 de_lowest_kj_mol=0.0 charge=-1 homo_lumo_gap_ev=7.3
Ca -0.068969 0.625704 -0.122353 -0.04 0.07 0.21 1.40
S -0.193070 0.938141 2.843056 -0.05 -0.11 0.23 0.47
C -0.068109 2.516999 2.263639 0.01 0.39 -0.34 -1.19
N 0.023489 2.819585 0.983208 0.01 -0.06 -0.06 -0.12
C 0.116285 4.171686 0.741379 0.02 0.01 0.06 -0.32
C 0.233514 4.763867 -0.515257 0.00 -0.06 0.02 -0.01
C 0.319230 6.141726 -0.600012 0.00 0.03 -0.02 -0.11
C 0.291361 6.940733 0.545594 0.00 -0.04 0.03 -0.12
C 0.179562 6.362747 1.801627 0.00 0.00 -0.07 -0.11
C 0.093543 4.980145 1.886616 -0.01 0.03 0.08 -0.50
S -0.050357 3.968271 3.291585 0.00 -0.21 0.08 0.97
H 0.259561 4.130239 -1.392611 0.00 0.03 -0.02 0.11
H 0.410674 6.611349 -1.571792 0.00 -0.01 0.00 0.09
H 0.358459 8.017380 0.453127 0.00 0.00 0.00 0.09
H 0.159445 6.973504 2.695612 0.00 0.01 -0.01 0.10
C 4.048050 0.726475 -0.671807 0.01 0.02 0.03 -0.02
C 2.550875 0.498821 -0.685239 0.06 -0.04 -0.26 -0.76
O 2.078079 -0.399726 0.063165 -0.11 0.08 -0.05 -0.16
O 1.835070 1.230837 -1.426813 -0.03 -0.08 0.15 -0.15
H 4.570356 -0.229120 -0.663301 0.01 0.01 0.01 0.07
H 4.302011 1.254520 0.249211 0.01 -0.01 0.00 0.08
H 4.353422 1.330683 -1.522735 0.01 -0.01 0.00 0.07
O -4.213498 1.352895 -3.109949 -0.05 -0.02 0.04 0.07
C -4.887099 0.940116 -2.000160 0.06 0.03 -0.03 -0.26
C -6.277717 1.005609 -1.954392 -0.01 -0.01 0.00 -0.04
C -6.969263 0.563144 -0.838902 -0.01 0.00 0.00 -0.11
C -6.279738 0.034882 0.242379 0.02 0.02 -0.05 -0.10
C -4.895935 -0.036247 0.185456 -0.03 -0.01 0.00 -0.02
C -4.177784 0.422203 -0.914491 -0.04 -0.04 0.08 -0.06
C -2.672029 0.362522 -0.836710 0.18 0.10 -0.14 -0.65
O -1.986751 1.231591 -1.433608 -0.06 -0.05 0.03 -0.10
O -2.164498 -0.537531 -0.113412 0.01 -0.08 -0.01 -0.14
H -4.860218 1.665263 -3.750131 0.01 0.01 -0.03 0.10
H -6.815976 1.408991 -2.807005 0.00 -0.01 0.01 0.11
H -8.050428 0.630266 -0.821083 0.00 0.00 0.00 0.10
H -6.814354 -0.313504 1.116172 0.02 -0.01 0.01 0.09
H -4.323192 -0.448664 1.005436 0.00 0.00 0.00 0.12

---

39
Properties=species:S:1:pos:R:3:forces:R:3:lowdin_charge:R:1 method="wB97M-V/def2-TZVPD" multiplicity=2 total_energy_ha=-3048.247798 de_lowest_kj_mol=0.0 s2=0.751 charge=-1 homo_lumo_gap_ev="5.3 / 5.4"
Ce -2.449624 10.515194 15.101489 1.72 -0.15 0.52 0.00
Cl -1.186357 13.269493 15.088125 -0.81 0.22 0.56 0.67
C -1.983364 14.154985 16.399326 0.37 1.28 -0.13 -0.59
C -1.587029 15.505795 16.518742 0.64 -0.50 0.62 -0.11
C -1.963611 16.231730 17.659648 -0.36 -1.22 -0.60 -0.09
C -2.803582 15.606640 18.596202 0.40 -0.02 -0.16 -0.14
C -3.250309 14.303848 18.459864 0.85 0.55 -1.58 -0.69
Cl -4.284720 13.653187 19.688886 0.12 0.04 -0.19 0.64
C -2.879066 13.563280 17.287289 -1.02 -0.50 0.92 -0.67
S -3.713627 12.031449 17.050381 0.13 0.17 0.10 0.52
H -0.839690 15.876883 15.792152 -0.69 -0.06 0.53 0.11
H -1.584119 17.224666 17.843132 -0.09 0.11 -0.08 0.09
H -3.100280 16.123195 19.479204 -0.11 0.45 0.50 0.08
O -4.799613 9.883451 14.485467 -0.26 -1.26 0.33 -0.18
C -5.068651 8.449630 14.523650 -0.82 0.48 -0.96 -0.13
C -3.838303 7.646813 14.300454 3.46 0.70 0.25 -0.26
C -3.693868 6.369321 14.803914 -0.88 -0.15 -0.08 -0.05
C -2.463276 5.720752 14.825166 1.29 0.22 -0.32 -0.04
C -1.372430 6.387111 14.229153 -0.36 -1.11 -0.21 -0.05
C -1.582719 7.635941 13.647281 -0.05 0.46 0.46 -0.19
N -2.732259 8.300261 13.800173 -2.14 -0.85 -0.07 -0.01
H -5.553320 10.346500 14.865038 -0.04 0.10 0.02 0.11
H -5.746210 8.255018 13.675543 -0.14 -0.11 0.48 0.14
H -5.498714 8.140714 15.481355 -0.17 0.26 -0.19 0.14
H -4.603576 5.932946 15.177574 -0.02 -0.48 0.38 0.11
H -2.301649 4.731566 15.319534 -0.38 0.99 -0.57 0.12
H -0.379167 5.924107 14.140270 -0.57 0.27 0.24 0.12
H -0.827759 8.219778 13.126935 0.12 -0.45 0.20 0.05
Te 0.414182 9.956144 15.163774 0.13 -0.22 0.29 0.04
N -2.525033 11.101092 12.790218 -0.70 1.08 -3.27 0.04
C -2.893103 11.385580 11.701514 0.38 -0.69 2.61 -0.12
C -3.436836 11.684835 10.467989 0.12 0.12 -0.11 -0.29
C -3.090431 12.897022 9.828530 0.66 2.22 -1.95 -0.24
N -2.812398 13.857157 9.200184 -0.72 -2.25 1.72 0.10
C -4.236116 10.716907 9.813769 -1.04 -1.85 -1.11 -0.24
N -4.850785 9.869592 9.275964 1.14 1.84 1.17 0.10
O -2.330004 8.564646 17.086425 -0.53 0.44 1.17 -0.16
H -2.302543 8.955298 17.997488 -0.03 -0.35 -1.21 0.08
H -1.414615 8.296531 16.913535 0.40 0.25 -0.28 -0.01